Molecular formula: C28H34N2O2S2Zn
Method: DFT, the ωB97M-V functional and the def2-TZVPD basis

Structure (XYZ):
```
69
Properties=species:S:1:pos:R:3:forces:R:3
Zn 0.1840 -0.8182 0.4168 -0.0226 0.3627 0.1693
C 0.0157 -0.8076 4.8193 -0.1855 -0.0325 -0.0420
C -0.4070 -0.8403 3.5063 -0.0569 -0.0270 0.1431
N 0.3560 -0.4872 2.4703 0.1692 -0.2685 -0.2755
C 1.6347 -0.0413 2.7324 0.2367 0.0349 -0.0667
C 2.1612 -0.0313 4.0552 -0.4107 -0.1089 0.2663
C 1.3333 -0.4141 5.0977 0.2184 0.1113 -0.2406
C 3.5258 0.3729 4.2451 0.3004 0.1025 -0.1455
C 4.2982 0.7410 3.2019 -0.0791 -0.0393 0.3343
C 3.7808 0.7596 1.8624 0.1554 0.1602 -0.4382
C 4.5384 1.1340 0.7652 -0.1961 -0.0863 0.2524
C 3.9489 1.1329 -0.5086 -0.0598 0.0474 -0.1402
C 2.6349 0.7353 -0.6351 0.0881 0.0082 -0.0779
N 1.8743 0.3443 0.3900 -0.0024 -0.2414 0.0483
C 2.4280 0.3701 1.6525 -0.0302 -0.0553 0.2278
H -0.6608 -1.0979 5.6102 -0.0162 -0.0065 -0.0204
H -1.4125 -1.1679 3.2617 0.0145 -0.0279 0.0235
H 1.7076 -0.4037 6.1137 0.0124 -0.0101 0.0056
H 3.9239 0.3654 5.2528 0.0087 0.0106 -0.0007
H 5.3294 1.0369 3.3543 0.0017 -0.0015 0.0107
H 5.5736 1.4227 0.8978 0.0056 0.0124 0.0145
H 4.5094 1.4303 -1.3833 -0.0304 0.0087 -0.0130
H 2.1497 0.7277 -1.6055 0.0424 -0.0351 -0.0127
C -2.8752 2.7193 0.1260 0.0838 -0.2422 0.0673
S -2.6688 1.0068 0.6745 -0.5700 0.3532 -0.2909
C -3.7834 0.2696 -0.5462 0.2547 0.0464 0.1658
O -1.2837 0.6528 0.2362 0.1214 0.1513 -0.3289
H -2.7238 2.7573 -0.9522 0.0401 -0.0748 -0.0350
H -2.1132 3.3061 0.6346 -0.0151 -0.0305 0.0621
H -3.8674 3.0737 0.4014 -0.0263 -0.0460 0.0317
H -4.7987 0.6123 -0.3493 0.0001 -0.0101 0.0214
H -3.7183 -0.8116 -0.4357 -0.0373 0.0089 0.0797
H -3.4383 0.5673 -1.5351 0.0225 0.0639 -0.0528
C -2.1823 -3.7067 -1.4586 0.1576 -0.0072 0.1093
C -1.0869 -3.5043 -0.3890 -0.0954 0.0223 -0.1887
C -1.7995 -3.2760 0.9512 0.0976 -0.0487 -0.0844
C -0.2074 -2.3277 -0.7670 0.1467 -0.2589 0.5004
C -0.1621 -4.7176 -0.2986 0.1110 -0.0383 -0.0264
C 0.7043 -4.8559 0.7880 -0.0393 0.0085 0.0679
C 1.5740 -5.9290 0.8856 0.0439 -0.0326 -0.0072
C 1.6289 -6.8805 -0.1231 0.0486 0.0054 -0.0532
C 0.8180 -6.7285 -1.2353 0.0169 -0.0065 -0.0302
C -0.0646 -5.6603 -1.3203 -0.0975 0.0156 0.0269
H -2.9104 -2.8975 -1.3827 0.0029 0.0235 -0.0467
H -2.7046 -4.6543 -1.3064 -0.0501 0.0071 -0.0183
H -1.7710 -3.6924 -2.4686 -0.0023 -0.0218 -0.0161
H -2.4574 -2.4058 0.8745 -0.0062 0.0080 0.0067
H -1.0857 -3.0835 1.7517 -0.0359 -0.0061 0.0313
H -2.3988 -4.1463 1.2266 -0.0470 0.0288 0.0335
H 0.5011 -2.6325 -1.5390 -0.0954 0.1381 -0.1947
H 0.7167 -4.1074 1.5702 -0.0640 -0.0119 0.0190
H 2.2203 -6.0191 1.7497 0.0025 0.0208 -0.0005
H 2.3133 -7.7162 -0.0550 -0.0071 -0.0048 0.0187
H 0.8713 -7.4389 -2.0512 -0.0086 -0.0272 0.0262
H -0.6805 -5.5670 -2.2046 -0.0323 -0.0260 0.0195
O -2.0258 1.5553 -3.0720 -0.4621 0.1559 0.1957
S -0.6170 1.1075 -3.2581 0.2328 -0.2623 -0.5737
C -0.2521 1.4278 -5.0532 0.3079 0.0186 0.2458
C -0.3063 0.1063 -5.8172 -0.0999 -0.0501 0.0043
C -1.2146 -0.8071 -5.0033 0.0136 -0.0677 -0.0901
C -0.6789 -0.6834 -3.5921 -0.0040 0.2627 0.0400
H 0.7188 1.9188 -5.1120 -0.0269 0.0578 -0.0523
H -1.0250 2.1237 -5.3750 -0.0547 0.0323 0.1669
H 0.6905 -0.3377 -5.8677 -0.0015 0.0068 -0.0518
H -0.6630 0.2466 -6.8379 0.0248 0.0474 0.0065
H -1.2017 -1.8365 -5.3639 0.0012 -0.0034 0.0365
H -2.2440 -0.4423 -5.0351 -0.0147 -0.0529 -0.0050
H 0.3530 -1.0358 -3.5216 0.0018 -0.0919 0.0440
H -1.2648 -1.1486 -2.8042 -0.0025 0.0201 0.0974
```
Positions in Å, forces in eV/Å.

Spin multiplicity = 1
LUMO energy (alpha / beta) = 0.5 / 0.5 eV
Highest occupied orbital energy (alpha / beta) = -4.6132 / -7.0042 eV
Kohn-Sham gap (alpha / beta) = 5.10 / 7.48 eV

=====

Molecular formula: C28H34N4O3
Method: DFT, the ωB97M-V functional and the def2-TZVPD basis

Structure (XYZ):
```
69
Properties=species:S:1:pos:R:3:forces:R:3
C 6.5583 -2.8565 -0.7917 0.0287 -0.0677 -0.0352
C 5.3373 -3.6757 -0.4997 0.0016 0.0402 0.0346
C 5.2858 -4.4988 0.6180 -0.0085 0.0217 -0.0293
C 4.1681 -5.2753 0.8650 -0.0075 -0.0655 0.0895
C 3.0862 -5.2329 0.0040 0.0062 -0.0021 -0.0623
C 3.1126 -4.4119 -1.1167 -0.0191 -0.0617 -0.0393
C 1.9094 -4.3070 -2.0231 -0.0439 0.0039 -0.0144
N 0.9562 -3.2701 -1.6503 -0.0024 -0.0224 -0.0345
C 1.4850 -1.9240 -1.7466 -0.1940 0.2151 -0.1791
C 0.3430 -0.9171 -1.6406 0.2373 -0.0685 0.2876
C -0.3948 -1.0846 -0.3137 -0.3406 0.0553 -0.2751
C -1.5689 -0.1027 -0.2393 0.4070 0.0220 -0.0700
N -2.1757 -0.0417 1.0695 -0.1469 -0.4338 -0.2540
C -2.0288 1.0199 1.8884 -0.2475 -0.2804 0.6118
O -1.3816 2.0035 1.5887 0.2301 0.2914 0.0065
C -2.7998 0.9128 3.1956 -0.0491 0.2501 -0.0934
C -4.2841 1.2414 2.9485 0.0884 0.0622 0.2898
N -4.4264 2.4497 2.1700 -0.1380 -0.4255 -0.2061
C -4.1558 3.6569 2.6989 -0.2403 0.3556 -0.5841
O -4.0270 3.8864 3.8815 0.1573 0.0676 0.4468
C -4.0392 4.7498 1.6219 -0.3354 -0.1015 0.2821
N -2.8038 4.5918 0.8760 -0.2039 -0.1513 -0.3717
C -1.6784 5.2271 1.3082 0.8938 0.2919 0.0182
C -0.4980 5.1250 0.6659 -0.2677 0.1588 0.3740
C -0.4049 4.3276 -0.5108 -0.3350 -0.2668 -0.2576
C 0.7816 4.1832 -1.2435 0.0297 -0.0049 -0.0096
C 0.8167 3.3973 -2.3702 0.0764 0.0609 0.0697
C -0.3310 2.7341 -2.8071 -0.1376 -0.0453 -0.0298
C -1.5041 2.8578 -2.1012 -0.0832 0.0838 -0.0173
C -1.5564 3.6498 -0.9492 0.4821 0.0690 -0.1809
C -2.7955 3.7232 -0.1945 -0.1659 0.0796 0.0621
O -3.8045 3.0724 -0.4703 -0.0689 -0.0755 -0.2145
C -0.8506 -2.5382 -0.1944 0.3509 0.0631 0.1711
C 0.3378 -3.4832 -0.3578 -0.3231 -0.0137 0.0479
C 4.2449 -3.6443 -1.3558 -0.0084 -0.1077 0.0932
H 6.2991 -1.9535 -1.3399 0.0393 0.0754 -0.0230
H 7.2549 -3.4330 -1.4016 0.0933 0.0386 -0.0329
H 7.0681 -2.5783 0.1279 0.0645 0.0566 0.0215
H 6.1276 -4.5343 1.2948 0.0867 0.0084 0.0673
H 4.1399 -5.9171 1.7338 0.0017 -0.0500 0.0680
H 2.2184 -5.8467 0.1991 -0.1034 -0.0569 0.0099
H 1.3653 -5.2563 -2.0273 0.0747 0.0144 -0.0513
H 2.2321 -4.0928 -3.0462 -0.0013 -0.0813 0.0310
H 1.9766 -1.8172 -2.7168 0.0825 0.0011 0.0347
H 2.2292 -1.7158 -0.9569 0.0090 -0.0002 -0.0771
H 0.7366 0.0972 -1.7260 -0.0155 0.0690 -0.0236
H -0.3549 -1.0875 -2.4620 -0.0433 0.0296 -0.1144
H 0.2944 -0.8561 0.5070 0.0045 0.0231 0.0184
H -2.3309 -0.3742 -0.9763 0.0453 0.0433 -0.0546
H -1.2116 0.9063 -0.4563 -0.0962 -0.1409 -0.0367
H -2.7026 -0.8414 1.3800 0.0068 0.1302 0.1224
H -2.7034 -0.0818 3.6315 0.0181 -0.0451 0.0416
H -2.3921 1.6522 3.8855 0.0341 -0.0838 -0.0507
H -4.7816 1.3938 3.9103 0.0144 -0.1468 -0.1229
H -4.7796 0.4321 2.4082 -0.0123 0.0550 0.0717
H -4.3851 2.3775 1.1541 -0.0354 0.1112 0.1306
H -4.8746 4.6621 0.9216 0.1342 0.0827 0.0940
H -4.0500 5.7284 2.1034 0.0283 -0.1563 -0.0403
H -1.7956 5.8154 2.2058 -0.0288 0.0131 0.0344
H 0.3745 5.6347 1.0393 0.0335 0.0931 0.1036
H 1.6695 4.6981 -0.9064 0.0886 0.0425 0.0286
H 1.7376 3.2900 -2.9253 0.0777 0.0134 -0.0250
H -0.2927 2.1225 -3.6962 -0.0170 -0.0505 -0.0719
H -2.4061 2.3537 -2.4147 -0.0608 -0.0555 -0.0161
H -1.3181 -2.7209 0.7754 -0.0679 -0.0194 0.0545
H -1.5787 -2.7519 -0.9792 -0.0938 -0.0222 -0.0338
H -0.0102 -4.5183 -0.3101 0.0658 -0.0148 0.0576
H 1.0493 -3.3202 0.4722 -0.0439 -0.0675 -0.0303
H 4.2809 -3.0122 -2.2327 -0.0060 0.0920 -0.1118
```
Positions in Å, forces in eV/Å.

Spin multiplicity = 1
Structure (SMILES) = Cc1cccc(CN2CCC(CNC(=O)CCNC(=O)Cn3ccc4ccccc4c3=O)CC2)c1
LUMO energy = 0.7 eV
Highest occupied orbital energy = -8.0615 eV
Kohn-Sham gap = 8.72 eV

=====

Molecular formula: C28H34N4OPdSSi
Method: DFT, the ωB97M-V functional and the def2-TZVPD basis

Structure (XYZ):
```
70
Properties=species:S:1:pos:R:3:forces:R:3
Pd 0.2211 0.4677 0.2136 0.7340 0.6796 -0.3170
C -2.3058 0.9175 -4.1358 0.0840 0.0227 0.1266
C -1.3840 1.9925 -3.6134 0.1169 0.2567 0.0505
C -0.9879 3.0108 -4.4742 -0.0593 -0.1104 -0.2417
C -0.1394 3.9921 -3.9659 0.0226 0.1107 0.0673
C 0.2265 3.9514 -2.6489 0.1261 0.0046 -0.1175
C -0.2381 2.8974 -1.7913 -0.0732 0.3103 0.3872
N -1.0149 1.9162 -2.3381 -0.1877 0.0669 -0.1614
N 0.0226 2.8749 -0.4801 0.0352 -0.6816 -0.6666
Si 0.4618 4.1900 0.4761 -0.2966 0.6377 0.5815
C 2.1395 5.1076 0.2635 -0.0577 -0.3779 -0.1322
C -0.7670 5.6420 0.1646 0.0917 -0.2181 -0.0098
C 0.3336 3.6910 2.2989 0.1067 0.0503 -0.2288
H -2.6843 1.1842 -5.1248 0.0077 -0.0421 -0.0002
H -3.1466 0.7848 -3.4566 -0.0427 -0.0533 0.0576
H -1.7848 -0.0375 -4.1993 0.0140 -0.0926 0.0281
H -1.3135 3.0291 -5.5078 -0.0153 -0.0399 0.0081
H 0.2144 4.7868 -4.6181 0.0244 0.0338 0.0703
H 0.8790 4.7058 -2.2286 0.0007 -0.0017 -0.0736
H 2.3010 5.3991 -0.7777 0.0129 0.0357 -0.0077
H 2.9759 4.4754 0.5634 0.0097 0.0646 0.0267
H 2.1722 6.0176 0.8690 -0.1208 0.0028 0.0742
H -0.5633 6.0900 -0.8114 -0.0364 0.0249 -0.0312
H -0.7028 6.4360 0.9138 0.0879 -0.0168 0.0797
H -1.7953 5.2749 0.1453 -0.0483 -0.0345 0.0126
H 1.2865 3.2933 2.6533 0.0141 -0.0492 0.0185
H -0.4037 2.8937 2.4016 -0.0495 -0.0226 -0.0363
H 0.0484 4.5230 2.9493 -0.0114 0.0937 -0.0437
C 0.4292 -2.7433 3.0362 -0.0447 -0.0433 0.1487
N 0.7934 -1.4543 2.5240 0.0517 -0.1711 -0.0793
C 1.6610 -0.7919 3.1833 -0.0919 -0.1138 0.0778
C 2.3197 0.3880 2.7211 0.3920 0.5816 -0.3755
C 3.3058 1.1167 3.4203 -0.2022 -0.3485 0.1347
C 3.7985 2.0605 2.5277 0.1821 0.2954 -0.1003
C 3.0849 1.8655 1.3338 0.1145 -0.0362 -0.0352
N 2.1999 0.8746 1.4343 -0.1811 -0.4052 0.5388
C 1.2017 -3.8798 2.3876 -0.0246 0.0673 -0.0281
C 1.1379 -5.1627 2.9235 0.0135 -0.0508 -0.0027
C 1.8481 -6.2096 2.3538 -0.0072 -0.0628 0.0683
C 2.6358 -5.9838 1.2347 0.0440 -0.0070 -0.0156
C 2.6824 -4.7115 0.6809 0.0980 -0.0591 -0.0075
C 1.9750 -3.6634 1.2513 -0.1003 0.0075 -0.0162
H -0.6352 -2.9207 2.8380 -0.0043 0.0206 0.0904
H 0.5885 -2.8187 4.1318 -0.0697 -0.0091 -0.0701
H 1.9921 -1.1629 4.1743 0.0095 0.0863 -0.0275
H 3.6159 0.9591 4.4453 -0.0061 -0.0534 0.0100
H 4.5663 2.8021 2.7058 -0.0151 -0.0080 0.0105
H 3.1975 2.4166 0.4106 -0.0751 -0.0921 -0.0483
H 0.5304 -5.3490 3.8042 -0.0114 0.0487 0.0080
H 1.7928 -7.2030 2.7870 0.0053 0.0271 0.0147
H 3.2194 -6.7928 0.8091 -0.0546 0.0061 -0.0546
H 3.2834 -4.5337 -0.2030 -0.0163 0.0391 -0.0031
H 1.9850 -2.6740 0.8155 0.0016 0.0737 -0.0311
C -2.0441 -0.6611 0.6374 0.1497 -0.1494 -0.5818
S -1.2137 -1.0778 -0.9466 -0.9046 0.7025 0.5261
O -0.0122 -1.9184 -0.7055 0.5782 -0.7408 0.0308
C -2.4594 -2.4087 -1.3893 0.0669 -0.2624 -0.4998
C -1.9394 -3.6319 -1.8069 0.0251 0.0500 0.1818
C -2.7473 -4.5863 -2.4053 -0.1438 0.0238 -0.0285
C -4.0915 -4.3123 -2.6321 0.0453 -0.0702 -0.0009
C -4.6177 -3.0926 -2.2249 -0.1408 -0.0329 0.0107
C -3.8107 -2.1482 -1.6083 0.1581 0.0385 0.1403
H -2.3626 -1.5340 1.2069 0.0980 -0.1143 -0.0469
H -2.8834 -0.0118 0.3898 0.0386 0.0616 0.0502
H -1.2419 -0.0871 1.1700 -0.4753 0.0035 0.5583
H -0.8821 -3.8032 -1.6391 0.0125 -0.0236 -0.0044
H -2.3302 -5.5418 -2.7046 0.0114 0.0059 -0.0284
H -4.7214 -5.0405 -3.1303 -0.0226 -0.0064 0.0317
H -5.6686 -2.8790 -2.3912 0.0070 0.0139 -0.0055
H -4.2340 -1.2008 -1.2915 -0.0010 0.0532 -0.0617
```
Positions in Å, forces in eV/Å.

Spin multiplicity = 1
Charge = -2
LUMO energy = 4.6 eV
Highest occupied orbital energy = -0.0971 eV
Kohn-Sham gap = 4.65 eV